C52H61Br2N6NaO2 | ωB97M-V/def2-TZVPD

The calculation puts the energy relative to the best compared isomer or geometry (same formula, charge and spin) at 3.9 kcal/mol. The value obtained for the calculated total energy is -7807.574242 hartree. The molar mass comes out at 984.90 g/mol. Its HOMO energy (alpha / beta) is -0.2424 / -0.2400 hartree. The value obtained for the HOMO-LUMO gap (alpha / beta) is 5.83 / 5.68 eV.

```
124
Properties=species:S:1:pos:R:3:forces:R:3
C -5.6737 -1.8815 5.9628 0.06 -0.04 0.03
H -1.2652 5.9092 -5.0045 0.01 0.01 -0.03
C -2.0058 0.0732 2.3695 -0.16 0.01 0.05
H 0.7820 1.5302 4.0370 -0.01 0.02 0.00
H -3.5308 3.4696 -5.8517 0.01 -0.01 -0.02
C -7.9888 -1.3683 5.4373 -0.12 0.03 -0.04
C 3.2769 -1.9825 1.8379 0.00 -0.12 -0.07
C 4.5889 -3.9729 1.0190 -0.04 0.06 0.05
C 2.1895 -0.5044 0.2526 -0.03 0.09 0.28
C -0.6185 0.0629 -5.8709 0.06 0.00 0.02
H -7.3383 -2.5366 7.1199 0.00 0.00 -0.01
H 3.8978 -4.2568 0.2243 0.01 0.02 -0.02
N 0.5627 4.7634 -0.0866 -0.15 -0.14 -0.17
O 2.0357 1.8025 0.7273 0.26 0.05 0.65
H -1.9214 -4.4799 -3.7276 -0.02 0.00 0.00
C -1.2448 4.9932 -5.5987 0.02 0.00 0.09
C 0.4805 -5.6083 -2.9503 -0.04 0.03 0.01
H 2.8735 6.8652 3.2107 0.02 0.01 0.00
H -1.5928 -0.3132 -5.5511 -0.02 0.03 0.01
H 4.2840 0.5132 4.9160 -0.02 -0.02 0.03
C 2.8028 5.8999 2.7120 -0.06 -0.05 -0.03
Na 0.8146 1.9249 -1.0472 -0.70 0.51 -0.49
H 0.4255 -5.4518 -4.0287 0.01 -0.02 0.00
C 1.6547 5.8703 1.7441 0.02 0.02 0.00
N 1.6079 -0.2070 -0.9183 0.08 -0.27 -0.28
C -1.7039 3.8217 -4.7785 0.01 0.01 -0.05
C 0.4817 -1.4291 -4.1747 -0.09 -0.25 -0.23
Br -1.8312 5.4770 -1.2561 -0.08 0.09 0.01
H -0.7476 -5.9355 -0.5446 0.01 0.00 0.00
H 2.1701 -3.8118 3.4930 -0.01 -0.03 0.01
C 3.8633 -3.3427 2.2166 -0.02 -0.07 0.03
H 2.6103 -1.2065 -5.9206 0.01 0.02 -0.01
C 0.1571 -2.6937 -3.8058 0.05 0.23 -0.17
H -4.6653 1.8495 1.3120 0.01 0.04 0.00
C 3.9935 2.4449 3.0613 -0.11 0.00 -0.01
C -3.2336 2.0343 -4.2899 -0.04 -0.02 -0.02
H 0.6498 7.6216 2.4877 0.04 -0.01 0.02
H 2.3175 4.0866 0.7222 -0.02 0.05 0.03
H 1.8231 -0.1304 -7.0866 0.00 -0.01 0.01
Br -2.6608 0.0171 -2.3716 -0.07 -0.02 0.15
C -7.6398 -0.6393 4.3188 0.04 0.01 -0.03
H -1.6962 -0.7275 3.0299 0.04 0.01 -0.01
C -0.4204 6.7152 0.8745 0.00 0.00 0.03
C 1.0723 -1.0431 -1.7788 0.16 0.06 0.15
H -1.2333 7.4258 0.8741 0.00 0.00 -0.01
C -0.9499 3.3712 -3.7022 -0.12 0.00 0.02
C -2.3696 1.6605 -3.2739 0.19 0.06 -0.11
H 0.6941 -4.9413 -0.3191 -0.01 0.01 0.03
H 3.5947 -1.1053 3.7698 0.02 -0.01 -0.07
H -1.8779 5.1367 -6.4726 -0.01 0.01 0.00
H 0.6765 -2.6903 -0.4504 -0.02 -0.02 -0.04
C -7.0219 -1.9782 6.2485 0.09 -0.03 0.04
C 0.6615 -2.3831 -1.4864 -0.16 -0.17 -0.05
N -1.3595 1.6564 0.6982 0.22 -0.04 -0.17
N -4.1162 -0.8349 4.2594 0.11 -0.01 -0.11
H 0.2172 -1.8321 -7.6044 -0.01 -0.01 -0.01
H 3.2617 1.7610 5.6261 0.02 0.01 0.00
H -0.1507 -3.3861 -4.5784 0.02 0.00 0.07
C -0.3970 5.6629 -0.0228 0.18 -0.05 0.07
H 5.3174 -3.2727 0.6065 0.02 -0.04 -0.03
H -0.8499 -2.5690 -6.4101 0.02 -0.04 -0.02
C -6.2840 -0.5243 4.0140 0.18 -0.20 0.27
H 5.6231 -2.4680 3.1514 0.02 -0.01 0.04
C -1.8337 -4.6681 -2.6567 0.09 0.02 0.00
C -3.3302 0.4980 2.3042 0.26 0.13 -0.15
H -0.0318 3.8787 -3.4230 -0.01 0.02 -0.04
H -2.4392 -3.9266 -2.1318 -0.04 -0.02 -0.01
H 2.7475 -2.5338 -0.1550 0.02 0.00 0.06
H 4.3860 -2.9836 4.3130 0.03 0.03 0.00
C -5.3245 -1.1504 4.8337 -0.31 0.14 -0.10
H -4.1253 1.4602 -4.4950 0.00 0.00 0.00
H 2.0017 -4.4024 1.8365 -0.01 -0.01 0.00
H 3.7438 5.6962 2.2010 0.02 0.01 0.04
H 2.1003 0.4175 -5.4257 0.03 0.03 0.02
H -2.2430 -5.6601 -2.4537 0.00 0.00 0.00
C 2.3426 0.6484 1.1358 0.03 -0.22 -0.11
C -2.8878 3.1439 -5.0428 0.03 -0.03 0.06
C 2.7095 -4.2591 2.6552 0.09 0.00 0.01
H -0.9208 -4.2319 -0.1099 0.02 -0.02 0.04
C 2.7887 0.3540 2.4849 0.17 0.13 0.14
C 1.5577 2.2180 3.6891 0.04 -0.09 -0.08
C -3.6437 1.5082 1.3985 0.00 -0.11 0.08
H 1.5271 -5.5303 -2.6500 0.00 -0.03 0.00
H -0.6789 0.3105 -6.9344 0.01 -0.01 0.01
H -0.0293 0.3736 1.5911 0.00 -0.05 0.04
H -0.3843 0.9676 -5.3168 -0.05 0.09 0.08
H 2.5698 0.1814 5.2501 0.03 0.00 0.03
H 4.9489 1.9208 2.9899 0.01 0.02 0.02
C 0.1577 -2.1783 -6.5714 0.00 0.06 0.02
H 5.3856 -4.1834 3.5039 -0.02 -0.02 0.02
H -4.9271 -2.3514 6.5906 -0.03 -0.01 0.01
H -9.0334 -1.4746 5.7004 0.01 0.01 -0.01
C 1.5656 4.8664 0.7850 0.04 0.00 0.03
H 3.0831 -5.2385 2.9671 -0.01 0.01 -0.01
H -0.2198 4.8419 -5.9391 -0.01 0.03 -0.02
C -1.0660 0.6817 1.5543 0.00 0.00 -0.02
C 3.2324 -0.9112 2.7700 -0.13 0.03 0.02
C 3.2788 0.9393 4.9078 0.01 0.03 -0.03
H 0.1345 -6.6227 -2.7395 0.00 0.00 -0.02
N -5.6577 0.1453 2.9860 0.07 0.15 -0.23
C 0.8461 -0.4685 -3.1242 0.14 0.27 0.02
C -0.3733 -4.5860 -2.1847 -0.03 -0.03 0.00
C -2.6306 2.0461 0.6259 -0.07 0.10 -0.03
O 1.0309 0.7396 -3.3302 -0.04 -0.30 -0.09
C 2.8936 1.4738 3.5266 0.05 0.05 -0.06
H 3.7472 2.8442 2.0782 0.04 0.02 0.02
C 0.4628 -1.0016 -5.6408 0.04 0.03 -0.09
H -2.8461 2.8401 -0.0813 0.01 -0.03 -0.02
N -1.2837 2.3272 -2.9486 0.07 -0.12 0.13
C -4.3799 -0.0578 3.1570 -0.29 -0.12 0.22
C 1.8399 -0.4410 -6.0390 -0.09 -0.02 0.08
C 0.1640 -3.1866 -2.4537 0.06 -0.05 0.33
H -3.2103 -1.1018 4.5967 0.05 0.02 0.01
H 4.1059 3.2768 3.7626 0.00 -0.05 0.02
H 5.1168 -4.8753 1.3327 -0.03 -0.02 0.00
C 2.7245 -1.7681 0.6091 0.02 0.03 0.01
C -0.3306 -4.9386 -0.6966 0.00 0.06 -0.10
C 0.6343 6.8109 1.7691 -0.08 -0.03 -0.06
C 4.8720 -3.2305 3.3677 -0.05 0.06 -0.07
H -8.3814 -0.1659 3.6893 -0.01 0.00 0.02
H 2.6721 5.1280 3.4733 0.02 0.05 0.00
H 1.2333 2.6539 2.7487 -0.06 0.03 -0.08
H 1.6550 3.0123 4.4351 0.03 -0.02 0.00
H 0.8801 -2.9881 -6.4475 -0.03 -0.01 -0.02
```
Forces are in eV/Å.